Entry 1:
ORCA calculation (ωB97M-V with the def2-TZVPD basis set) on a molecular structure, C12H13N2S4Ti.

CARTESIAN COORDINATES (ANGSTROEM)
1 Ti 1.26957 0.67372 1.00027
2 C 0.48451 2.41965 -0.45380
3 C 1.59563 2.87927 0.29021
4 C 1.23981 2.87446 1.64725
5 C -0.08953 2.40499 1.74959
6 C -0.55569 2.12592 0.44882
7 H 0.44082 2.34826 -1.52802
8 H 2.54746 3.18345 -0.11503
9 H 1.86326 3.18842 2.46861
10 H -0.65044 2.31139 2.66284
11 H -1.55194 1.79922 0.19309
12 S 3.32397 -0.34891 4.79019
13 C 2.55485 -0.08257 3.42027
14 S 3.35910 0.20066 1.86273
15 S 0.80539 -0.08007 3.21285
16 C -1.89898 -1.68229 -3.62160
17 C -1.18363 -1.49312 -2.32665
18 C -1.65826 -1.87804 -1.10225
19 C -0.91989 -1.57584 0.04585
20 N 0.25268 -0.92403 -0.02928
21 C 0.77903 -0.63603 -1.25269
22 S 2.31263 0.00374 -1.34454
23 N 0.01914 -0.88198 -2.36051
24 C -1.41033 -2.05093 1.36756
25 H -2.72511 -2.37766 -3.50651
26 H -1.22194 -2.05991 -4.38850
27 H -2.29388 -0.71974 -3.95454
28 H -2.60168 -2.39562 -1.02868
29 H 0.43613 -0.62379 -3.24744
30 H -2.45969 -2.32595 1.31402
31 H -1.23608 -1.33472 2.16372
32 H -0.82689 -2.94193 1.62220

Forces on atoms 1 to 3 (eV/Å):
0.60 0.02 0.50
0.02 0.02 0.02
-0.03 0.15 -0.12

Summary:
ΔE to the lowest compared entry with this formula, charge and spin	0.1728	eV
LUMO energy	-4.73	eV
total charge	+1
maximum force	0.81	eV/Å
2S+1	1
HOMO energy	-10.91	eV



Entry 2:
ORCA calculation (ωB97M-V with the def2-TZVPD basis set) on a molecular structure, C24H29MoN4O3.

CARTESIAN COORDINATES (ANGSTROEM)
1 Mo 0.33499 -0.06860 -1.31951
2 C -0.19365 -2.21402 -4.99221
3 C 0.54270 -1.95819 -3.71981
4 O 0.08641 -0.92930 -3.03394
5 C 1.58281 -2.69774 -3.26161
6 C 2.34261 -2.39196 -2.08341
7 C 3.57693 -3.20792 -1.84301
8 N 2.01322 -1.43309 -1.25563
9 N 2.91235 -1.25046 -0.19359
10 C 2.61710 -0.17161 0.43481
11 O 1.58791 0.57710 0.06705
12 C 3.39450 0.27516 1.60831
13 C 2.78085 0.99216 2.62891
14 C 3.51415 1.38299 3.73771
15 C 4.86278 1.06878 3.82486
16 C 5.47877 0.35552 2.80558
17 C 4.74686 -0.04483 1.69949
18 H -1.15515 -2.68080 -4.76842
19 H 0.36670 -2.87422 -5.64993
20 H -0.39108 -1.27315 -5.50383
21 H 1.92203 -3.52865 -3.86003
22 H 3.62867 -4.03149 -2.54857
23 H 3.59930 -3.58073 -0.82093
24 H 4.46040 -2.57868 -1.96053
25 H 1.72694 1.22986 2.56057
26 H 3.03465 1.93319 4.53637
27 H 5.43704 1.38022 4.68712
28 H 6.53065 0.11273 2.87003
29 H 5.21273 -0.60294 0.89939
30 C -0.76378 -0.85105 -0.29276
31 C -1.64545 -1.20293 0.80791
32 C -3.01049 -1.38323 0.57898
33 C -3.85956 -1.61426 1.65082
34 C -3.34817 -1.67461 2.94045
35 C -1.98639 -1.51015 3.16537
36 C -1.13070 -1.27028 2.10262
37 H -3.39507 -1.35260 -0.43168
38 H -4.91755 -1.75936 1.47727
39 H -4.01290 -1.86063 3.77321
40 H -1.59130 -1.57258 4.17029
41 H -0.06860 -1.13809 2.26870
42 C -3.98878 2.81552 -1.06165
43 N -2.85057 1.96972 -1.40880
44 C -2.99595 1.23272 -2.65777
45 C -1.67008 2.05264 -0.79089
46 O -0.59918 1.72444 -1.44177
47 N -1.57215 2.49727 0.46788
48 C -0.30931 3.03933 0.96082
49 C -2.54488 2.14724 1.49964
50 H -4.37158 3.25814 -1.98088
51 H -3.67567 3.61428 -0.39717
52 H -4.78821 2.24067 -0.59235
53 H -3.96065 0.72564 -2.64968
54 H -2.21263 0.48907 -2.76747
55 H -2.96250 1.91491 -3.50895
56 H 0.32181 3.32952 0.12769
57 H 0.22294 2.30283 1.55940
58 H -0.52953 3.91607 1.56938
59 H -3.30726 1.48721 1.09918
60 H -3.01062 3.03557 1.92716
61 H -2.01941 1.60770 2.28979

Forces on atoms 1 to 3 (eV/Å):
0.67 0.22 -0.21
0.05 -0.13 -0.03
-0.21 0.12 0.23

Summary:
LUMO energy	-3.17	eV
total charge	+1
maximum force	0.96	eV/Å
2S+1	1
HOMO energy	-10.70	eV



Entry 3:
ORCA calculation (ωB97M-V with the def2-TZVPD basis set) on 2 unconnected molecules or ions with the total composition C5H16NO2.

CARTESIAN COORDINATES (ANGSTROEM)
1 C 1.64500 2.06126 -0.10238
2 C 0.65734 1.11500 0.31896
3 C -0.66581 1.06205 -0.55604
4 C -1.46778 -0.17870 -0.32824
5 C -1.81912 -0.39130 1.06483
6 O -0.77375 -0.98291 1.72139
7 N 1.39203 -0.32348 0.29582
8 H 1.09890 3.00976 -0.22707
9 H 2.40169 1.78382 -0.92195
10 H 2.43848 2.36829 0.56016
11 H 0.18642 1.19201 1.33582
12 H -0.23401 1.31183 -1.56382
13 H -1.29363 1.92104 -0.38129
14 H -0.89040 -1.18430 -0.69910
15 H -2.39569 -0.04042 -0.84308
16 H -1.89136 0.77167 1.58127
17 H -2.78668 -0.77970 1.32148
18 H -1.08795 -1.79221 2.24221
19 H 0.88139 -0.87116 1.06338
20 H 2.43491 -0.40057 0.56953
21 H 1.11718 -0.75957 -0.58561
22 H 1.08186 -1.84548 -2.92576
23 H -0.18219 -2.27615 -2.24763
24 O 0.68363 -1.78639 -2.06289

Forces on atoms 1 to 3 (eV/Å):
2.45 2.78 -1.19
-1.82 -2.94 1.50
3.33 0.47 -1.21

Summary:
ΔE to the lowest compared entry with this formula, charge and spin	2.1831	eV
LUMO energy	-2.80	eV
total charge	+1
maximum force	5.73	eV/Å
2S+1	1
HOMO energy	-14.01	eV



Entry 4:
ORCA calculation (ωB97M-V with the def2-TZVPD basis set) on a molecular structure, C6H9LiO5.

CARTESIAN COORDINATES (ANGSTROEM)
1 O -2.52770 3.49297 -1.13906
2 C -1.85032 2.75779 -0.18172
3 O -2.48798 2.88288 0.88045
4 H -2.03021 3.51361 -1.96523
5 O -1.92152 1.26322 -0.74322
6 C -1.66776 -0.04484 -0.31687
7 C -0.23907 -0.31878 0.07626
8 C 0.22269 -1.63870 -0.54940
9 C 1.45351 -2.23133 0.10819
10 O 2.55785 -1.31589 0.05592
11 C 3.04095 -0.88389 1.18579
12 O 4.13066 -0.20960 0.87847
13 H -2.34074 -0.47472 0.44725
14 H -0.14260 -0.39376 1.17841
15 H 0.45309 0.48408 -0.21876
16 H 0.39680 -1.49264 -1.62604
17 H -0.56654 -2.40298 -0.45959
18 H 1.78144 -3.13809 -0.41648
19 H 1.26356 -2.47565 1.16193
20 H 4.69322 -0.15899 1.65923
21 Li -4.21933 2.78532 -0.01555

Forces on atoms 1 to 3 (eV/Å):
0.00 0.56 -1.69
-0.87 -1.01 1.45
-0.25 -0.20 1.24

Summary:
ΔE to the lowest compared entry with this formula, charge and spin	2.8011	eV
LUMO energy (spin up / spin down)	-0.94 / -0.70	eV
maximum force	3.51	eV/Å
2S+1	1
HOMO energy (spin up / spin down)	-7.10 / -7.07	eV



Entry 5:
ORCA calculation (ωB97M-V with the def2-TZVPD basis set) on 2 unconnected molecules or ions with the total composition C4H9NO2.

CARTESIAN COORDINATES (ANGSTROEM)
1 N 3.56905 0.08109 0.42744
2 C 3.26843 0.32248 -0.70256
3 O 2.85672 0.70304 -1.70871
4 H 4.27324 -0.48492 0.84880
5 C -2.56474 0.55965 0.16999
6 C -1.46593 -0.48644 0.29611
7 C -0.13615 0.01389 -0.26946
8 O 0.86913 -0.97312 -0.22562
9 H -3.49567 0.18818 0.59171
10 H -2.28648 1.47010 0.69707
11 H -2.73446 0.80897 -0.87485
12 H -1.75397 -1.39370 -0.23872
13 H -1.32960 -0.74868 1.34983
14 H 0.18776 0.91408 0.27295
15 H -0.24473 0.26943 -1.32557
16 H 0.98738 -1.24402 0.69161

Forces on atoms 1 to 3 (eV/Å):
0.31 -0.16 1.19
-0.08 0.16 0.23
-0.24 0.21 -1.22

Summary:
ΔE to the lowest compared entry with this formula, charge and spin	1.2779	eV
LUMO energy	0.84	eV
maximum force	1.26	eV/Å
SMILES string	N=C=O.CCCO
2S+1	1
HOMO energy	-10.12	eV



Entry 6:
ORCA calculation (ωB97M-V with the def2-TZVPD basis set) on a molecular structure, C6H12SSi.

CARTESIAN COORDINATES (ANGSTROEM)
1 C -3.07624 -0.73090 0.17900
2 C -2.02287 -1.21204 -0.21950
3 C -4.46057 -0.19630 0.16772
4 C 2.79080 -0.87068 -1.26203
5 C 0.41094 1.07294 -0.86422
6 C 1.21700 -0.32974 1.76861
7 Si 1.20745 -0.51560 -0.16442
8 S 0.05450 -2.32835 -0.29802
9 H -4.72189 0.15321 -0.81508
10 H -4.52181 0.63616 0.95493
11 H -5.20943 -0.96383 0.55106
12 H 3.70954 -1.19555 -0.70278
13 H 2.61647 -1.44781 -2.25684
14 H 3.08406 0.17000 -1.69722
15 H -0.59548 1.01680 -0.69206
16 H 0.92322 1.75982 -0.34812
17 H 0.76235 0.88203 -1.90637
18 H 2.21569 0.05964 2.09273
19 H 0.62882 0.41073 2.19026
20 H 1.05327 -1.30447 2.20811

Forces on atoms 1 to 3 (eV/Å):
-0.30 -0.30 -1.10
-0.12 0.19 0.44
-0.09 -0.11 2.96

Summary:
ΔE to the lowest compared entry with this formula, charge and spin	0.0000	eV
LUMO energy (spin up / spin down)	0.71 / -2.79	eV
expectation value of S²	2.010
maximum force	5.75	eV/Å
2S+1	3
HOMO energy (spin up / spin down)	-7.70 / -8.84	eV